Computed, not measured: a 3-piece molecular cluster, C18H37N5O4 overall, with ωB97M-V/def2-TZVPD.

Values from the calculation:
- Gap between HOMO and LUMO: 9.71 eV
- HOMO: -9.5 eV
- LUMO level: 0.19 eV
- Structure (SMILES): N#C[C@H](CC(N)(N)N)[C@@H](C#N)CCCC(=O)O.CCOCC.CCOCC
- Spin multiplicity: 1

Atoms and positions in Å:
N  4.54  -6.28  2.03
C  4.74  -5.19  1.86
C  5.14  -3.71  1.80
C  5.38  -3.25  0.32
C  6.82  -2.72  0.02
C  7.43  -1.81  1.12
C  6.44  -0.76  1.66
O  5.86  0.03  1.01
O  6.24  -0.70  3.03
C  3.91  -2.91  2.36
C  3.60  -3.32  3.80
N  3.45  -3.60  4.87
C  2.58  -3.11  1.55
C  1.82  -1.73  1.33
N  1.59  -1.00  2.58
N  2.51  -0.87  0.36
N  0.49  -2.02  0.73
H  6.00  -3.59  2.47
H  4.66  -2.49  -0.04
H  5.23  -4.15  -0.32
H  7.53  -3.52  -0.28
H  6.73  -2.08  -0.89
H  7.83  -2.47  1.93
H  8.32  -1.25  0.75
H  6.63  -1.50  3.41
H  4.10  -1.82  2.41
H  2.71  -3.56  0.55
H  1.86  -3.74  2.11
H  1.29  -1.67  3.29
H  2.41  -0.49  2.89
H  2.88  -1.40  -0.42
H  3.28  -0.39  0.84
H  -0.18  -1.97  1.48
H  0.30  -1.28  0.06
C  -4.68  -0.81  -0.79
C  -3.25  -0.61  -0.31
O  -2.69  0.63  -0.69
C  -3.35  1.79  -0.22
C  -3.41  1.88  1.30
H  -4.74  -0.71  -1.88
H  -5.04  -1.80  -0.51
H  -5.36  -0.07  -0.36
H  -2.62  -1.38  -0.76
H  -3.18  -0.74  0.77
H  -4.36  1.87  -0.66
H  -2.79  2.65  -0.60
H  -3.98  1.06  1.73
H  -3.90  2.82  1.60
H  -2.41  1.85  1.72
C  -4.56  3.75  -4.18
C  -5.87  3.49  -3.46
O  -6.03  4.25  -2.28
C  -6.03  5.66  -2.43
C  -7.13  6.18  -3.34
H  -3.71  3.56  -3.52
H  -4.47  3.11  -5.06
H  -4.48  4.79  -4.52
H  -5.90  2.44  -3.16
H  -6.72  3.64  -4.13
H  -5.04  6.00  -2.78
H  -6.16  6.08  -1.43
H  -7.03  5.80  -4.36
H  -7.10  7.27  -3.39
H  -8.11  5.87  -2.97